{
  "formula": "C35H59N9OPRuSSi2",
  "method": "the ωB97M-V functional and the def2-TZVPD basis",
  "orbital_gap_ha": [0.1655, 0.2327],
  "multiplicity": 5,
  "charge": -1,
  "s_squared": 6.044,
  "fmax_ev_per_a": 0.88,
  "symbols": ["Ru", "N", "C", "S", "N", "N", "C", "C", "C", "C", "C", "C", "C", "O", "H", "H", "H", "H", "H", "H", "H", "C", "Si", "C", "C", "N", "C", "C", "C", "C", "C", "C", "N", "Si", "C", "C", "C", "H", "H", "H", "H", "H", "H", "H", "H", "H", "H", "H", "H", "H", "H", "H", "H", "H", "H", "H", "H", "H", "H", "N", "P", "N", "C", "C", "C", "C", "C", "N", "C", "C", "C", "C", "C", "N", "C", "C", "C", "C", "C", "H", "H", "H", "H", "H", "H", "H", "H", "H", "H", "H", "H", "H", "H", "H", "H", "H", "H", "H", "H", "H", "H", "H", "H", "H", "H", "H", "H", "H", "H"],
  "coordinates": [[-1.371425, 1.192593, -0.970079], [-2.566284, 4.765512, -3.680582], [-1.928419, 3.671928, -3.066158], [-0.706010, 4.211948, -1.877849], [-2.195256, 2.506299, -3.477010], [-1.584476, 1.361568, -2.990308], [-1.859233, 0.302253, -3.778299], [-1.449912, -1.033844, -3.657671], [-1.877104, -1.917569, -4.696571], [-1.521824, -3.241221, -4.754730], [-0.722832, -3.792154, -3.752424], [-0.314334, -2.975380, -2.690976], [-0.655094, -1.641050, -2.627317], [-0.238379, -0.831830, -1.558411], [-2.701247, 5.534962, -3.044642], [-3.418335, 4.488942, -4.144312], [-2.461401, 0.533470, -4.649245], [-2.518524, -1.501507, -5.466909], [-1.870051, -3.861164, -5.574620], [-0.427928, -4.833390, -3.779470], [0.264467, -3.397029, -1.886470], [-5.832560, 4.452565, 0.197738], [-4.094311, 4.428677, 0.953403], [-4.296270, 4.299847, 2.826063], [-3.318417, 6.111167, 0.607195], [-0.985997, 3.093640, -0.626435], [-0.685649, 3.426463, 0.690588], [-0.049452, 4.585530, 1.133611], [0.188047, 4.791781, 2.497792], [-0.201778, 3.838037, 3.420552], [-0.824543, 2.662941, 2.987289], [-1.068504, 2.425488, 1.635614], [-1.609044, 1.272191, 1.097632], [-2.679725, 0.067070, 1.626632], [-3.077403, -0.891564, 0.041145], [-1.988374, -1.171837, 2.873649], [-4.326954, 0.623133, 2.349404], [-6.409368, 5.297818, 0.599148], [-6.380801, 3.531907, 0.425213], [-5.795680, 4.554461, -0.892489], [-4.512735, 5.289092, 3.251875], [-3.379000, 3.929163, 3.288359], [-5.115820, 3.625124, 3.093155], [-3.989477, 6.912736, 0.946560], [-3.109705, 6.262483, -0.457190], [-2.372629, 6.202541, 1.144734], [0.259407, 5.326436, 0.404037], [0.679807, 5.699229, 2.829855], [-0.018204, 3.996212, 4.476461], [-1.115285, 1.894125, 3.702859], [-2.341682, -1.684785, -0.131644], [-3.063535, -0.210789, -0.831183], [-4.074945, -1.346991, 0.053924], [-2.475662, -2.149110, 2.759679], [-0.914219, -1.301963, 2.708984], [-2.140023, -0.833815, 3.908293], [-4.834585, 1.323654, 1.674532], [-4.191102, 1.126639, 3.316565], [-4.980020, -0.244517, 2.509747], [0.182435, -1.570630, -0.390171], [1.720695, -1.723042, -0.014451], [1.720330, -2.799239, 1.261106], [1.979611, -2.327832, 2.625719], [2.531908, -3.481446, 3.454701], [1.526590, -4.633408, 3.480724], [1.186618, -5.063837, 2.051500], [0.705150, -3.871892, 1.229701], [2.541870, -0.358999, 0.414989], [3.974047, -0.363568, 0.688886], [4.695332, 0.733895, -0.088979], [4.039437, 2.090415, 0.161680], [2.542955, 2.019440, -0.144830], [1.892380, 0.925658, 0.689711], [2.778330, -2.451221, -1.092157], [3.796725, -3.446794, -0.780850], [3.669816, -4.638081, -1.735925], [3.262272, -4.168242, -3.148086], [3.674343, -2.714558, -3.382188], [2.983876, -1.773195, -2.383647], [1.057127, -1.965011, 3.097052], [2.686706, -1.502482, 2.595773], [2.747073, -3.130432, 4.467602], [3.469664, -3.824150, 3.004693], [0.611864, -4.295793, 3.980883], [1.927485, -5.475814, 4.048265], [0.405225, -5.827229, 2.058829], [2.076423, -5.493793, 1.577216], [-0.249144, -3.506196, 1.626967], [0.534673, -4.164869, 0.196054], [4.384905, -1.340620, 0.427661], [4.143641, -0.198636, 1.762250], [4.651729, 0.505503, -1.157512], [5.748136, 0.749010, 0.208754], [4.525122, 2.858313, -0.445595], [4.167926, 2.368794, 1.214306], [2.374166, 1.805450, -1.204838], [2.069550, 2.970796, 0.085920], [0.847330, 0.846276, 0.461726], [1.983364, 1.175087, 1.756269], [3.665975, -3.765567, 0.247925], [4.799578, -3.005530, -0.875934], [2.916021, -5.330404, -1.349888], [4.623261, -5.174126, -1.768084], [2.184308, -4.241183, -3.268518], [3.718915, -4.809558, -3.903665], [3.409093, -2.406527, -4.394307], [4.760804, -2.629680, -3.286615], [2.014775, -1.466096, -2.769965], [3.589399, -0.867100, -2.259917]],
  "forces_ev_per_angstrom": [[0.2, 0.1, 0.8], [0.2, 0.0, 0.0], [0.2, 0.1, 0.3], [0.1, 0.0, 0.0], [-0.2, -0.4, -0.3], [0.0, 0.7, -0.1], [0.0, 0.1, -0.1], [0.0, 0.1, 0.2], [0.0, -0.1, 0.0], [0.0, -0.1, 0.0], [0.1, 0.1, 0.1], [-0.1, 0.0, 0.0], [0.0, -0.1, 0.2], [-0.1, 0.0, -0.2], [-0.1, 0.0, 0.1], [0.0, -0.1, -0.1], [0.0, 0.0, -0.1], [0.1, 0.0, 0.0], [0.0, 0.1, 0.0], [0.0, 0.0, 0.0], [0.1, 0.0, 0.1], [-0.1, -0.1, -0.1], [-0.2, 0.2, 0.1], [0.0, -0.1, 0.1], [0.1, 0.0, -0.1], [0.1, -0.4, 0.0], [-0.1, 0.2, -0.1], [-0.1, -0.1, -0.1], [0.0, 0.0, -0.1], [0.0, 0.0, 0.0], [-0.1, -0.1, -0.1], [-0.1, -0.1, 0.0], [0.3, 0.1, -0.3], [-0.2, -0.5, -0.3], [0.2, -0.2, 0.1], [0.1, 0.0, 0.2], [0.0, 0.3, 0.2], [0.1, -0.1, 0.0], [0.1, 0.1, 0.0], [0.0, 0.0, 0.1], [0.0, -0.1, -0.1], [0.0, 0.0, 0.0], [0.1, 0.0, 0.0], [0.0, -0.1, 0.0], [0.0, 0.0, 0.1], [0.0, 0.0, 0.0], [0.0, 0.0, 0.1], [0.0, 0.0, 0.0], [0.0, 0.0, 0.0], [0.0, 0.1, -0.1], [-0.1, 0.1, 0.0], [-0.2, -0.2, -0.1], [0.1, 0.1, 0.0], [0.0, 0.1, 0.0], [-0.1, 0.0, 0.0], [0.1, -0.1, -0.1], [0.0, -0.1, 0.1], [-0.1, -0.1, -0.1], [0.1, 0.1, 0.0], [0.0, 0.0, 0.0], [0.4, -0.1, -0.2], [-0.6, 0.1, 0.1], [0.1, -0.1, -0.1], [-0.1, 0.0, 0.0], [0.1, 0.0, -0.2], [0.0, 0.1, 0.1], [0.4, -0.1, 0.1], [-0.1, 0.2, 0.1], [0.0, 0.0, -0.3], [0.0, 0.1, 0.1], [-0.1, -0.1, -0.2], [0.1, 0.0, 0.2], [0.4, 0.1, 0.1], [-0.1, -0.1, -0.3], [-0.2, 0.0, -0.2], [-0.1, 0.1, -0.1], [0.1, 0.1, 0.1], [-0.1, -0.1, 0.1], [0.1, -0.2, 0.1], [0.0, 0.1, 0.0], [0.0, 0.0, 0.0], [0.0, 0.0, 0.0], [0.0, 0.0, 0.0], [0.0, 0.0, 0.0], [0.0, 0.0, 0.0], [0.0, 0.0, 0.0], [0.0, 0.0, 0.0], [0.0, 0.1, 0.0], [0.0, 0.0, 0.0], [0.0, 0.1, 0.1], [0.0, 0.0, 0.0], [0.0, 0.0, 0.0], [0.0, 0.0, 0.0], [0.0, 0.0, 0.1], [0.0, 0.0, 0.0], [0.0, 0.0, 0.0], [-0.1, 0.1, 0.0], [-0.6, -0.1, -0.1], [0.0, 0.0, 0.0], [0.1, 0.0, 0.1], [0.0, 0.0, 0.0], [0.1, 0.0, 0.0], [0.0, 0.0, 0.0], [-0.1, 0.0, 0.0], [0.0, 0.0, 0.0], [0.1, 0.0, 0.0], [0.0, 0.0, 0.0], [-0.1, 0.0, -0.1], [-0.1, 0.0, 0.0]]
}


{
  "formula": "C35H61BNO16",
  "method": "the ωB97M-V functional and the def2-TZVPD basis",
  "orbital_gap_ha": 0.2367,
  "multiplicity": 1,
  "charge": -1,
  "fmax_ev_per_a": 2.14,
  "symbols": ["C", "C", "B", "O", "C", "C", "C", "C", "C", "C", "C", "C", "C", "C", "C", "C", "C", "N", "C", "C", "O", "C", "C", "O", "O", "H", "H", "H", "H", "H", "H", "H", "H", "H", "H", "H", "H", "H", "H", "H", "H", "H", "H", "H", "H", "H", "H", "H", "H", "H", "H", "H", "H", "H", "C", "C", "O", "C", "O", "O", "C", "H", "H", "H", "H", "H", "H", "H", "H", "C", "C", "O", "C", "O", "O", "C", "H", "H", "H", "H", "H", "H", "H", "H", "C", "C", "O", "C", "O", "O", "C", "H", "H", "H", "H", "H", "H", "H", "H", "C", "C", "O", "C", "O", "O", "C", "H", "H", "H", "H", "H", "H", "H", "H"],
  "coordinates": [[5.101103, -1.557612, -3.858635], [5.138148, -0.879907, -2.482214], [4.331673, 0.528149, -2.387038], [4.946145, 1.275452, -1.222483], [3.934073, 2.083765, -0.696559], [3.754802, 3.375606, -1.459307], [4.943770, 4.343711, -1.349594], [6.202806, 3.840986, -2.082174], [5.213872, 4.636207, 0.139176], [2.722379, 1.097862, -0.703457], [2.892289, -0.005956, 0.369293], [1.885508, -1.101129, 0.207523], [2.065324, -2.157506, -0.699044], [1.098184, -3.148900, -0.869172], [-0.080656, -3.098903, -0.126117], [-0.267762, -2.078766, 0.804621], [0.709170, -1.095572, 0.967432], [1.331011, 1.599139, -0.673401], [0.991190, 2.435394, 0.420565], [-0.421839, 2.270362, 0.924680], [1.720127, 3.236545, 0.932843], [0.805202, 2.040823, -1.923575], [0.281176, 0.986292, -2.840507], [0.692965, 3.202122, -2.187977], [2.883233, 0.459902, -1.946925], [4.101382, -1.563406, -4.289500], [5.738956, -0.992307, -4.538184], [5.503444, -2.571857, -3.839781], [6.183404, -0.648144, -2.265220], [4.841850, -1.588921, -1.706174], [4.375994, 1.191615, -3.430767], [4.181512, 2.255244, 0.355126], [2.897058, 3.892004, -1.034114], [3.507338, 3.186709, -2.500417], [4.607950, 5.269929, -1.818662], [5.922242, 3.027372, -2.742020], [6.910413, 3.425406, -1.370394], [6.663494, 4.640950, -2.656568], [4.271868, 4.637055, 0.679478], [5.862962, 3.857472, 0.526997], [5.711335, 5.601372, 0.235234], [3.917947, -0.351230, 0.326820], [2.751006, 0.457734, 1.353751], [2.972430, -2.164939, -1.279329], [1.285473, -3.919811, -1.600554], [-0.821696, -3.865377, -0.292520], [-1.170888, -2.020061, 1.396562], [0.577079, -0.303954, 1.692465], [-0.898995, 1.381909, 0.530822], [-0.977126, 3.142976, 0.582029], [-0.412026, 2.305342, 2.008244], [-0.757318, 0.784919, -2.576460], [0.296528, 1.385674, -3.848130], [0.873548, 0.083601, -2.780606], [-3.510223, -9.880749, -0.382484], [-3.356107, -8.768176, 0.632348], [-2.671530, -7.629371, 0.088032], [-3.386662, -6.866586, -0.732709], [-4.544696, -7.037844, -1.028618], [-2.610772, -5.878510, -1.166478], [-3.232484, -5.024121, -2.132774], [-2.537600, -10.160025, -0.789882], [-3.959901, -10.756017, 0.086465], [-4.143591, -9.572366, -1.212416], [-2.734049, -9.100333, 1.460886], [-4.318695, -8.459158, 1.040598], [-4.173639, -4.628107, -1.757711], [-3.395554, -5.566761, -3.062508], [-2.546310, -4.201109, -2.310265], [-8.298171, -5.274788, 4.567918], [-9.492592, -5.271558, 3.637466], [-9.136675, -4.879429, 2.304147], [-8.485724, -5.792526, 1.581430], [-8.201339, -6.907569, 1.936108], [-8.195057, -5.246862, 0.404117], [-7.394031, -6.073279, -0.455795], [-7.807125, -4.300192, 4.558497], [-8.616142, -5.497057, 5.586655], [-7.566144, -6.021801, 4.265615], [-10.217820, -4.529468, 3.965960], [-9.991262, -6.240819, 3.615159], [-7.861981, -7.042766, -0.611009], [-6.403383, -6.200298, -0.038199], [-7.318390, -5.551014, -1.404822], [9.291742, 10.960080, -1.885878], [8.988967, 10.066081, -0.701864], [7.602581, 10.096573, -0.339740], [6.788468, 9.414601, -1.150537], [7.122562, 8.777734, -2.114162], [5.545007, 9.554887, -0.697123], [4.548656, 8.917550, -1.502787], [8.957179, 11.979572, -1.687171], [10.364148, 10.973728, -2.082286], [8.782808, 10.610024, -2.782083], [9.519210, 10.420852, 0.180207], [9.298461, 9.037410, -0.886447], [4.769253, 7.861885, -1.644443], [4.469502, 9.416370, -2.467774], [3.602545, 9.012593, -0.978549], [-4.304132, 0.843587, 5.325938], [-5.361702, 1.508269, 4.470848], [-5.530473, 0.847644, 3.208603], [-6.195707, -0.304646, 3.244024], [-6.692631, -0.811506, 4.218190], [-6.229389, -0.798205, 2.008093], [-6.856239, -2.078530, 1.900022], [-3.360975, 0.780878, 4.781874], [-4.145238, 1.416719, 6.239519], [-4.598643, -0.167669, 5.601236], [-5.056458, 2.522051, 4.219532], [-6.320333, 1.565730, 4.987014], [-7.862139, -2.061684, 2.312639], [-6.255536, -2.832447, 2.407724], [-6.907856, -2.315760, 0.841822]],
  "forces_ev_per_angstrom": [[0.3, 0.2, 0.2], [-0.1, 0.0, -0.5], [0.5, 0.3, 0.7], [-0.1, 0.0, -0.4], [0.0, -0.6, 0.8], [-0.3, 0.5, 0.3], [-0.1, -0.5, 0.3], [-0.5, 0.1, 0.1], [0.1, 0.1, -0.8], [0.8, -1.2, -1.6], [-0.5, 0.8, 0.6], [-0.4, -0.7, 0.1], [-0.2, 0.3, 0.3], [0.2, 0.8, 0.3], [0.3, 0.0, -0.1], [0.3, 0.2, -0.2], [0.2, -0.3, -0.3], [0.5, 0.5, 0.6], [-0.6, 0.0, -0.4], [-0.1, 0.4, -0.5], [0.7, 0.0, 0.6], [-0.1, -0.9, -0.2], [0.1, -0.2, -0.3], [-0.4, 1.1, 0.2], [-0.4, 0.1, -0.1], [-0.2, -0.1, 0.0], [-0.1, 0.1, -0.2], [-0.1, -0.2, 0.0], [0.1, 0.1, 0.1], [-0.1, 0.0, 0.1], [0.1, -0.2, -0.2], [0.0, 0.4, 0.0], [-0.1, 0.1, 0.0], [0.1, -0.2, -0.2], [0.0, 0.1, -0.1], [0.1, 0.0, -0.2], [0.2, 0.0, 0.0], [0.2, 0.1, 0.0], [0.0, 0.1, 0.3], [0.0, 0.0, 0.3], [0.1, 0.1, 0.2], [0.1, -0.1, -0.2], [0.0, -0.1, 0.1], [0.1, -0.1, -0.1], [-0.1, -0.2, 0.0], [-0.2, -0.1, 0.2], [-0.1, -0.1, 0.0], [-0.1, 0.0, 0.1], [-0.1, -0.2, 0.1], [-0.1, 0.1, 0.0], [0.0, -0.1, 0.1], [-0.1, -0.1, 0.2], [0.0, 0.0, -0.2], [0.0, -0.1, 0.1], [0.1, 0.1, -0.2], [-0.2, -0.3, 0.2], [0.1, 0.0, 0.0], [0.1, 0.0, 0.1], [0.1, 0.0, -0.1], [-0.1, 0.0, -0.1], [0.1, 0.2, -0.1], [0.0, 0.0, 0.1], [0.0, 0.0, 0.0], [-0.1, 0.0, 0.1], [0.1, 0.1, 0.0], [0.0, 0.1, -0.1], [0.0, -0.1, 0.0], [-0.1, 0.0, 0.0], [0.1, -0.1, 0.1], [0.2, 0.0, -0.1], [-0.1, -0.1, 0.3], [-0.1, 0.1, 0.0], [0.1, 0.1, 0.0], [-0.1, 0.0, 0.0], [0.0, 0.0, -0.1], [0.0, 0.0, -0.1], [-0.1, 0.0, 0.1], [0.0, 0.0, 0.0], [-0.1, -0.1, 0.0], [0.0, 0.1, -0.1], [0.1, -0.1, -0.1], [0.0, 0.0, 0.1], [0.0, -0.1, 0.1], [-0.1, 0.1, 0.1], [-0.2, 0.1, -0.1], [0.3, 0.0, -0.1], [0.0, 0.1, 0.0], [0.0, -0.1, 0.1], [0.0, 0.0, 0.0], [0.0, 0.0, 0.0], [-0.3, -0.1, -0.1], [0.1, 0.0, 0.1], [0.0, 0.0, 0.0], [0.0, -0.1, 0.0], [-0.1, 0.0, 0.1], [-0.1, 0.0, -0.1], [0.1, 0.0, 0.0], [0.1, -0.1, 0.0], [0.1, 0.1, 0.2], [0.0, -0.2, -0.1], [0.1, 0.2, 0.3], [0.0, 0.0, 0.0], [0.0, 0.1, 0.0], [0.0, 0.0, 0.0], [0.0, 0.0, 0.0], [-0.1, -0.2, -0.1], [0.0, 0.1, 0.0], [0.0, 0.0, 0.0], [-0.1, 0.0, 0.0], [0.0, 0.0, -0.2], [0.0, -0.1, 0.0], [0.0, 0.0, 0.1], [-0.1, 0.0, 0.1], [0.1, 0.1, 0.0]]
}